Density functional theory data (ωB97M-V/def2-TZVPD) for a cluster of 2 separate species, C4H9NO in total.

largest force on an atom: 0.024 Eh/bohr
highest occupied orbital energy (spin up / spin down): -9.178 / -8.421 eV
molar mass: 87.12 g/mol
E_tot: -7826.69610 eV
energy above the lowest of the compared OMol25 structures with the same formula, charge and spin: 542.6 kJ/mol
LUMO (spin up / spin down): -0.6 / -0.6 eV
HOMO-LUMO gap (spin up / spin down): 8.63 / 7.82 eV

Structure (ORCA input):
```
! RIJCOSX wB97M-V def2-TZVPD def2/J DEFGRID3
* xyz 0 1
C -2.546 -0.107 0.102
C 2.055 -0.562 0.518
N 0.402 -0.555 -1.335
C 1.104 0.115 -0.438
C 0.596 1.394 -0.166
O -1.180 0.137 0.104
H 0.582 -1.560 -1.255
H -3.022 0.542 0.858
H -3.038 0.128 -0.855
H -2.778 -1.144 0.392
H 2.611 0.164 1.113
H 2.764 -1.191 -0.024
H 1.486 -1.197 1.203
H 0.892 1.917 0.735
H 0.073 1.917 -0.952
*
```

Atomic partial charges in e from the natural (NBO) method, atoms 1 to 8:
1 C -0.28
2 C -0.67
3 N -0.47
4 C 0.14
5 C -0.16
6 O -0.50
7 H 0.33
8 H 0.19